Entry 1:
{"formula": "C4H12N2O", "method": "ωB97M-V/def2-TZVPD", "e_homo_ha": -0.3267, "total_charge": 0, "gap_ev": 9.8, "e_tot_ev": -9369.0837, "e_lumo_ev": 0.934, "max_force_ev_per_a": 3.3, "symbols": ["O", "N", "N", "C", "C", "C", "C", "H", "H", "H", "H", "H", "H", "H", "H", "H", "H", "H", "H"], "coordinates": [[-2.1928, 0.6558, 2.1332], [-0.0479, -0.7081, -0.6302], [1.7665, -1.5905, -1.9807], [1.3413, -0.5559, -1.0393], [-1.7909, 0.0214, 0.8949], [0.1240, 1.5172, 0.5655], [-0.2997, 0.0582, 0.6045], [1.1876, 1.7247, 0.6214], [1.3713, 0.3680, -1.7207], [-0.3351, 2.2733, 1.2208], [1.9912, -0.4100, -0.1695], [-1.9322, -0.0461, 2.7407], [-2.2595, -0.9748, 0.8881], [-0.6823, -0.2015, -1.2487], [0.1920, -0.4870, 1.3986], [2.7648, -1.7123, -1.9927], [-2.1948, 0.6016, 0.0237], [-0.1481, 1.8495, -0.4360], [1.1447, -2.3834, -1.8736]], "mulliken_charge": [-0.49, -0.43, -0.54, -0.26, -1.04, -1.16, 0.30, 0.34, 0.17, 0.34, 0.28, 0.34, 0.38, 0.32, 0.32, 0.21, 0.36, 0.32, 0.22]}

=====

Entry 2:
{"formula": "C4H14NO2", "method": "ωB97M-V/def2-TZVPD", "e_homo_ha": -0.5410, "total_charge": 1, "gap_ev": 11.4, "e_tot_ev": -9953.4467, "e_lumo_ev": -3.301, "max_force_ev_per_a": 1.8, "symbols": ["O", "O", "N", "C", "C", "C", "C", "H", "H", "H", "H", "H", "H", "H", "H", "H", "H", "H", "H", "H", "H"], "coordinates": [[0.7620, -0.3987, 2.5754], [-1.8866, 0.2998, 1.3327], [0.8883, 1.1949, -0.3843], [-1.4943, 0.4991, -0.0326], [-0.0147, -0.7523, -1.6295], [-0.0946, 0.0023, -0.3058], [1.4029, -1.0765, -2.1252], [0.2916, -0.6537, 0.4591], [0.4079, 2.0886, -0.3977], [-2.0765, 1.1281, 1.7899], [1.3913, 1.1585, -1.2680], [-1.8120, 1.4885, -0.3955], [2.2017, -1.1305, -1.3860], [1.2242, -0.3940, 3.4327], [-0.6223, -1.6419, -1.4725], [1.7172, -0.3575, -2.8795], [1.6046, 1.1449, 0.3481], [-2.1699, -0.1300, -0.5958], [-0.1661, -0.4997, 2.8267], [1.3745, -2.0325, -2.6176], [-0.5085, -0.1805, -2.4092]], "mulliken_charge": [-0.62, -0.51, -0.23, -0.91, -0.79, 0.29, -1.46, 0.36, 0.37, 0.31, 0.33, 0.51, 0.37, 0.31, 0.45, 0.47, 0.37, 0.30, 0.31, 0.35, 0.43]}

=====

Entry 3:
{"formula": "C2H4N4", "method": "ωB97M-V/def2-TZVPD", "e_homo_ha": [-0.2520, -0.3098], "total_charge": 0, "gap_ev": [7.5, 6.5], "e_tot_ev": -8092.3362, "e_lumo_ev": [0.654, -1.883], "multiplicity": 3, "s2": 2.0635, "max_force_ev_per_a": 5.6, "symbols": ["N", "N", "N", "N", "C", "C", "H", "H", "H", "H"], "coordinates": [[2.7723, 0.0470, 0.0319], [1.9148, 0.8389, -0.0024], [0.1384, -0.4533, -0.1837], [0.7896, -1.4521, -0.1410], [-1.2901, -0.3676, 0.0539], [0.6575, 0.8384, -0.1886], [-1.8969, 0.0216, -0.8167], [-1.3651, 0.1659, 1.0548], [-1.6746, -1.3102, 0.2176], [-0.0458, 1.6716, -0.0257]], "mulliken_charge": [-0.51, 0.21, 0.59, -0.75, -0.97, 0.07, 0.27, 0.39, 0.35, 0.35]}

=====

Entry 4:
{"formula": "C10H16O", "method": "ωB97M-V/def2-TZVPD", "e_homo_ha": -0.3067, "total_charge": 0, "gap_ev": 9.2, "e_tot_ev": -12676.2670, "e_lumo_ev": 0.874, "max_force_ev_per_a": 2.4, "symbols": ["O", "C", "C", "C", "C", "C", "C", "C", "C", "C", "C", "H", "H", "H", "H", "H", "H", "H", "H", "H", "H", "H", "H", "H", "H", "H", "H"], "coordinates": [[0.2695, -1.3154, -3.6424], [-0.3808, 0.7208, -0.1106], [-1.2801, 2.8292, 0.7854], [1.8157, -1.4738, 1.9324], [1.1079, 0.1429, -1.9430], [0.0504, -0.5063, -2.5403], [0.8407, 0.8271, -0.7476], [-1.3807, -0.0887, -0.6719], [0.5171, -2.1295, 1.3809], [-0.6673, 1.4735, 1.1659], [-1.2397, -0.5788, -1.9567], [-1.3227, 0.8339, 1.7590], [1.5048, -0.8508, 2.7700], [-2.1058, 2.6747, 0.0692], [2.3312, -0.8757, 1.1794], [-0.5855, 3.5288, 0.3352], [0.5093, -3.1706, 1.7129], [1.6065, 1.4377, -0.2846], [2.6186, -2.1281, 2.2784], [0.5771, -2.3023, 0.3036], [0.1987, 1.7637, 1.7645], [-0.2721, -1.4500, 1.6572], [2.1209, 0.1668, -2.3142], [-1.9037, 3.3045, 1.5549], [-2.2612, -0.1794, -0.0457], [-2.0792, -1.0563, -2.4410], [-0.5895, -1.5980, -3.9507]], "mulliken_charge": [-0.53, 0.12, -1.28, -0.84, -0.81, 1.07, -0.29, -0.29, -0.53, -0.88, -0.72, 0.39, 0.24, 0.34, 0.18, 0.33, 0.35, 0.42, 0.38, 0.12, 0.34, 0.11, 0.43, 0.38, 0.40, 0.29, 0.27]}

=====

Entry 5:
{"formula": "C6H10", "method": "ωB97M-V/def2-TZVPD", "e_homo_ha": -0.2986, "total_charge": 0, "gap_ev": 7.7, "e_tot_ev": -6379.9675, "e_lumo_ev": -0.425, "max_force_ev_per_a": 0.4, "symbols": ["C", "C", "C", "C", "C", "C", "H", "H", "H", "H", "H", "H", "H", "H", "H", "H"], "coordinates": [[2.1266, 0.8839, -0.1614], [-0.7691, -0.9040, -0.3093], [-0.3217, 0.2107, 0.3525], [-1.2906, 1.2453, 0.3774], [1.1188, 0.2981, 0.8272], [-2.1868, -1.3282, -0.5482], [1.4479, -0.7087, 1.1170], [1.1281, 0.8947, 1.7481], [-0.7679, 2.2304, 0.3426], [-2.6277, -0.8880, -1.4463], [-2.7964, -1.0202, 0.3045], [3.1284, 0.8655, 0.2815], [2.1575, 0.3025, -1.0903], [-2.2266, -2.4170, -0.6787], [-0.0104, -1.5881, -0.7033], [1.8899, 1.9231, -0.4134]], "mulliken_charge": [-0.95, -0.12, 0.40, -0.62, -0.71, -1.15, 0.35, 0.33, 0.24, 0.30, 0.34, 0.31, 0.30, 0.36, 0.36, 0.29]}

=====

Entry 6:
{"formula": "H7O3", "method": "ωB97M-V/def2-TZVPD", "e_homo_ha": -0.6022, "total_charge": 1, "gap_ev": 12.0, "e_tot_ev": -6248.3517, "e_lumo_ev": -4.344, "max_force_ev_per_a": 3.0, "symbols": ["O", "O", "O", "H", "H", "H", "H", "H", "H", "H"], "coordinates": [[-0.4352, -0.7303, -0.3002], [-1.3206, 1.4476, -1.2625], [1.8297, -0.6415, 1.4956], [0.2287, -0.8751, 0.4439], [-1.9378, 1.5258, -0.4952], [-1.8770, 0.8487, -1.8223], [2.5311, -1.2956, 1.3356], [-0.7614, 0.2667, -0.7037], [2.4580, -0.0073, 1.9007], [-1.2872, -1.0565, 0.0401]], "mulliken_charge": [-0.48, -0.67, -0.69, 0.45, 0.42, 0.43, 0.34, 0.43, 0.33, 0.45]}

=====

Entry 7:
{"formula": "C11H32NO12", "method": "ωB97M-V/def2-TZVPD", "e_homo_ha": -0.1817, "total_charge": -1, "gap_ev": 7.7, "e_tot_ev": -37967.6026, "e_lumo_ev": 2.769, "max_force_ev_per_a": 12.5, "symbols": ["O", "O", "O", "O", "O", "O", "O", "O", "O", "O", "O", "O", "N", "C", "C", "C", "C", "C", "C", "C", "C", "C", "C", "C", "H", "H", "H", "H", "H", "H", "H", "H", "H", "H", "H", "H", "H", "H", "H", "H", "H", "H", "H", "H", "H", "H", "H", "H", "H", "H", "H", "H", "H", "H", "H", "H"], "coordinates": [[-0.0700, 0.5200, -0.2223], [0.8299, 1.9254, 1.3907], [1.5973, 3.1298, -1.9621], [-0.6297, 3.3460, 1.8762], [2.1335, -0.1779, -0.8267], [1.3908, -2.1289, -2.6919], [0.0960, -0.2035, 1.7503], [0.7846, -2.0581, 5.0072], [-0.4510, -1.7947, -2.0105], [0.0097, 1.0282, 3.3079], [0.3636, -1.4358, 0.0785], [-1.1912, -0.8882, 3.0181], [0.0889, -0.3841, 0.5544], [0.7556, -2.0616, 3.5713], [2.2606, 0.0199, -2.2280], [-0.6474, -2.2171, 2.9849], [1.5479, 2.4674, 0.2572], [-1.3681, 1.5002, 3.1190], [0.7191, 2.9575, -0.9093], [-1.7705, -0.5007, -3.5047], [-1.6009, 2.3315, 1.8670], [2.3736, -1.2446, -3.0728], [-2.4082, -2.8391, -2.7296], [-1.8184, -1.5148, -2.3706], [0.4788, -1.8367, -2.7590], [0.4582, 1.1044, 1.0598], [2.1997, 3.8762, -1.9232], [3.0590, 0.6615, -2.6007], [1.3862, 0.5834, -2.5535], [-2.7411, -0.0083, -3.5645], [0.4240, 3.9221, -0.4962], [-1.1323, -3.0230, 3.5359], [-1.8225, -3.4743, -3.3941], [1.5679, 0.5006, -0.4507], [2.1220, 1.6278, -0.1347], [-1.3625, 1.8319, 0.9280], [2.2414, 3.2547, 0.5529], [-0.6451, -2.2147, 1.8949], [-3.3872, -2.6369, -3.1641], [3.3884, -1.6313, -2.9801], [-1.8049, 1.9182, 4.0260], [1.4340, -2.8931, 3.3807], [0.4971, -1.1792, 5.2650], [1.2392, -1.2285, 3.0612], [-2.2599, -1.0861, -1.4709], [0.2725, 0.4659, 2.5755], [-0.3586, -1.3436, -1.1682], [-0.1976, 2.4154, -1.1412], [-2.5858, -3.4564, -1.8490], [-2.6043, 2.7521, 1.9337], [2.3340, -1.0953, -4.1518], [-1.0180, 0.2361, -3.2235], [-2.0673, 0.6839, 2.9380], [-0.7771, -0.4111, 2.2953], [0.1693, 2.8188, 1.8025], [-1.5030, -0.9113, -4.4783]], "mulliken_charge": [-0.36, -0.60, -0.55, -0.80, -0.70, -0.68, -0.99, -0.62, -0.42, -0.74, -0.71, -0.85, 0.71, -0.24, 0.04, -0.24, -0.69, -0.47, -0.35, -1.42, 0.02, -0.82, -1.53, 1.10, 0.48, 0.29, 0.35, 0.33, -0.06, 0.44, 0.46, 0.34, 0.24, 0.35, 0.44, -0.30, 0.56, 0.07, 0.44, 0.37, 0.42, 0.42, 0.36, 0.04, 0.21, 1.13, 0.16, 0.16, 0.37, 0.49, 0.30, 0.23, 0.15, 0.67, 0.66, 0.34]}

=====

Entry 8:
{"formula": "CH5PS", "method": "ωB97M-V/def2-TZVPD", "e_homo_ha": -0.3206, "total_charge": 0, "gap_ev": 9.5, "e_tot_ev": -21241.2591, "e_lumo_ev": 0.766, "max_force_ev_per_a": 3.7, "symbols": ["S", "P", "C", "H", "H", "H", "H", "H"], "coordinates": [[0.2338, -1.1550, -0.0825], [1.6626, 0.3555, 0.3108], [-1.1678, -0.0134, -0.2132], [-0.6541, 1.0087, -0.5262], [1.5970, 0.1241, 1.7812], [2.7251, -0.5257, -0.0973], [-1.6649, 0.0796, 0.8307], [-1.8831, -0.3715, -0.8887]], "mulliken_charge": [-0.12, -0.11, -0.68, 0.24, 0.09, 0.07, 0.23, 0.28]}

=====

Entry 9:
{"formula": "C3H3O2Ru", "method": "ωB97M-V/def2-TZVPD", "e_homo_ha": [-0.4132, -0.5318], "total_charge": 1, "gap_ev": [7.1, 6.7], "e_tot_ev": -9821.2620, "e_lumo_ev": [-4.135, -7.771], "multiplicity": 7, "s2": 12.0145, "max_force_ev_per_a": 4.9, "symbols": ["Ru", "O", "O", "C", "C", "C", "H", "H", "H"], "coordinates": [[2.8177, 0.2920, 0.1471], [0.7269, 0.7245, 0.1160], [1.6404, -1.3160, -0.1253], [0.5780, -0.6521, 0.0787], [-0.7986, -0.7208, -0.1032], [-0.9474, 0.7356, -0.0372], [-1.1172, 1.2887, -0.9690], [-1.4901, -1.5432, 0.0463], [-1.4097, 1.1914, 0.8467]], "mulliken_charge": [0.53, -0.45, -0.57, 0.98, -0.33, -0.08, 0.26, 0.38, 0.27]}